Entry 1:
16
Properties=species:S:1:pos:R:3:forces:R:3 method="wB97M-V/def2-TZVPD" homo_ev=-24.16 charge=+3 relative_energy_kcal_mol=38.0 gap_ev=4.005
Tl 0.571 -0.247 -0.519 -0.301 0.026 0.879
O -0.080 0.746 2.201 -0.476 -0.010 -1.530
H -0.607 0.467 2.950 -0.433 -0.695 0.701
H 0.492 1.429 2.551 0.919 0.265 0.314
O 1.901 2.087 0.620 -0.758 -0.724 -1.239
H 1.292 2.807 0.786 -0.547 0.658 -0.037
H 2.677 2.306 1.135 1.037 -0.279 0.541
O 1.897 -2.862 -0.877 -1.314 1.231 -0.635
H 1.619 -3.691 -0.488 -0.394 -0.623 0.881
H 2.727 -3.066 -1.307 1.154 0.285 -0.266
O -2.188 -0.519 0.583 1.752 -0.202 0.225
H -2.681 0.217 0.946 -0.407 0.995 0.103
H -2.854 -1.175 0.375 -0.632 -0.813 -0.648
O -1.376 0.315 -2.715 0.243 -0.525 2.011
H -1.692 1.219 -2.694 -0.063 1.053 -0.104
H -1.699 -0.032 -3.547 0.218 -0.640 -1.196

Entry 2:
34
Properties=species:S:1:pos:R:3:forces:R:3 method="wB97M-V/def2-TZVPD" homo_ev=-8.36 gap_ev=8.040
C 3.764 -0.285 -1.031 0.107 -0.444 0.224
C 3.012 1.055 -1.471 -0.432 -1.699 0.024
C 1.481 0.939 -2.026 0.369 0.002 -1.535
C 0.454 0.856 -0.764 2.595 0.601 0.284
C -0.072 -0.616 -0.443 -0.349 0.115 0.616
C 0.823 -1.804 -1.020 1.434 -1.124 2.543
O 1.453 -2.540 -0.210 -2.372 2.518 -3.213
C -0.560 2.115 -0.749 1.774 1.367 -1.268
O -1.961 1.796 -0.822 1.286 0.026 -0.877
N -2.517 1.246 0.254 0.871 1.221 0.610
O -1.915 1.372 1.280 3.383 2.981 -4.343
C 1.540 1.321 0.369 0.660 0.467 3.060
O 1.433 1.299 1.608 -0.393 -0.221 -4.299
N 2.816 1.856 -0.207 -0.962 -0.027 -1.958
H 4.871 -0.067 -0.842 -1.576 -0.113 -0.287
H 3.358 -0.722 -0.043 0.462 0.829 -1.564
H 3.718 -1.127 -1.801 -0.051 1.246 0.855
H 3.639 1.547 -2.304 -0.973 -0.360 1.639
H 1.430 1.899 -2.668 -0.577 -1.156 1.365
H 1.322 0.144 -2.850 0.281 0.896 1.586
H -1.160 -0.713 -0.792 1.526 -0.028 0.257
H -0.061 -0.740 0.705 -0.058 0.138 -1.816
H 0.917 -1.960 -2.159 -0.245 0.165 1.544
H -0.272 2.898 0.049 -0.867 -1.604 -0.785
H -0.329 2.671 -1.738 -0.856 -0.972 1.516
H 2.650 2.797 -0.627 -0.108 -0.415 1.176
Br -3.516 0.302 2.202 -4.170 -4.401 4.366
C -3.499 -1.433 3.102 -0.656 0.316 0.230
C -3.748 -2.557 2.128 -0.135 -0.208 0.233
Br -5.634 -2.673 1.648 0.094 0.016 -0.081
H -4.235 -1.387 3.905 0.091 -0.330 -0.079
H -2.500 -1.516 3.536 -0.087 0.007 -0.122
H -3.512 -3.520 2.584 0.001 0.108 -0.044
H -3.189 -2.453 1.198 -0.068 0.086 0.145

Entry 3:
69
Properties=species:S:1:pos:R:3:forces:R:3 method="wB97M-V/def2-TZVPD" homo_ev=-5.44 charge=-1 relative_energy_kcal_mol=63.4 gap_ev=7.359
Ca -0.017 0.369 -0.420 -2.269 -1.025 0.994
Cl -4.261 2.758 4.842 0.095 -0.044 -0.057
C -2.918 2.223 3.850 -0.017 0.182 0.172
C -1.719 2.956 3.867 -0.041 -0.067 -0.071
C -0.664 2.569 3.086 -0.091 0.086 0.107
C -0.742 1.437 2.224 0.143 -0.184 0.190
O 0.258 1.111 1.496 -0.045 0.885 1.422
C -1.968 0.694 2.255 0.163 -0.059 -0.282
C -2.174 -0.481 1.440 0.079 -0.064 0.229
O -1.406 -0.956 0.603 -0.822 -0.671 0.640
C -3.033 1.113 3.070 -0.132 -0.120 -0.062
H -1.644 3.831 4.502 0.001 -0.011 -0.006
H 0.265 3.126 3.087 -0.012 -0.017 0.003
H -3.118 -1.018 1.618 -0.120 0.064 0.066
H -3.964 0.556 3.054 0.037 -0.015 0.018
F 4.667 -1.659 0.289 0.034 0.046 0.108
C 4.197 -1.427 -0.925 0.055 -0.218 -0.484
F 5.190 -0.971 -1.690 -0.011 0.029 0.045
F 3.746 -2.566 -1.441 0.016 0.032 -0.043
S 2.843 -0.178 -0.838 0.771 -0.873 0.097
O 1.644 -0.978 -0.468 2.523 0.029 -0.210
O 3.298 0.783 0.119 -0.192 -0.047 -0.201
N 2.770 0.299 -2.347 -0.482 0.051 0.241
S 1.298 0.889 -2.593 1.541 0.173 -1.067
O 1.033 1.907 -1.567 0.459 0.091 -1.465
O 0.341 -0.183 -2.760 0.243 0.947 -0.343
C 1.595 1.848 -4.155 0.601 0.033 -0.061
F 2.754 2.489 -3.993 -0.006 -0.014 -0.032
F 0.664 2.736 -4.386 -0.294 -0.059 -0.002
F 1.712 1.011 -5.180 -0.147 -0.080 -0.018
Te 1.934 -1.442 2.411 -0.166 -0.746 0.580
C 2.100 -2.549 4.217 0.073 0.127 0.232
C 1.141 -3.511 4.525 -0.058 0.013 0.044
C 1.268 -4.304 5.655 0.105 -0.010 0.061
C 2.359 -4.142 6.505 -0.017 0.077 -0.122
C 3.303 -3.164 6.225 -0.065 -0.041 -0.004
C 3.172 -2.372 5.087 0.004 0.035 0.001
C 2.055 -3.309 1.397 0.038 0.133 -0.302
C 3.133 -4.160 1.621 -0.036 -0.017 0.001
C 3.253 -5.345 0.909 -0.024 -0.014 -0.033
C 2.312 -5.678 -0.059 -0.025 0.098 0.073
C 1.241 -4.827 -0.294 0.002 -0.015 0.083
C 1.103 -3.653 0.441 0.034 -0.074 0.006
H 0.287 -3.639 3.869 0.021 -0.034 -0.008
H 0.517 -5.052 5.877 0.009 0.006 -0.023
H 2.471 -4.775 7.376 -0.022 0.022 0.019
H 4.151 -3.024 6.885 -0.012 0.010 -0.015
H 3.915 -1.613 4.869 0.021 -0.059 -0.001
H 3.887 -3.890 2.352 -0.005 -0.020 0.003
H 4.095 -6.001 1.097 -0.007 0.010 0.000
H 2.413 -6.594 -0.627 0.016 0.000 -0.004
H 0.508 -5.072 -1.053 -0.004 0.003 0.029
H 0.263 -2.997 0.252 0.002 -0.039 0.027
O -1.552 1.863 -2.986 -0.290 -0.152 -0.068
C -1.581 2.254 -1.821 -0.684 0.289 0.183
O -1.717 1.537 -0.766 -1.015 1.362 -0.897
C -1.377 3.750 -1.621 0.152 -0.105 0.162
C -0.724 4.230 -0.493 -0.041 0.031 0.000
C -0.374 5.571 -0.400 -0.047 -0.001 0.051
C -0.710 6.451 -1.414 0.029 0.152 0.026
C -1.390 5.959 -2.515 -0.038 0.045 -0.017
C -1.712 4.623 -2.645 -0.094 -0.037 -0.141
N -1.775 6.900 -3.588 0.000 -0.151 0.193
O -2.457 6.479 -4.498 -0.050 -0.090 -0.114
O -1.400 8.053 -3.496 0.088 0.143 0.031
H -0.466 3.533 0.295 0.005 0.012 0.009
H 0.163 5.936 0.468 -0.015 -0.019 -0.010
H -0.460 7.500 -1.369 0.005 -0.016 0.015
H -2.202 4.250 -3.533 0.033 -0.005 0.000